8 unconnected molecules or ions with the total composition C39H66FN3O12P2. Source: OMol25; level of theory: ωB97M-V/def2-TZVPD.

Each line ends with the Löwdin charge.
Geometry (Å):
H -11.79 2.70 4.14  0.0854
C 0.86 3.37 -5.27  -0.2942
C -5.27 4.83 -1.41  -0.4904
C 6.68 -0.69 1.56  -0.4954
P 4.60 -6.02 -1.19  0.9095
H -8.09 0.72 -1.82  0.0876
C -0.26 -1.44 6.83  -0.0212
C -7.56 -0.20 0.81  -0.0155
H 7.18 -4.62 -3.49  0.1049
C 3.65 1.90 -2.95  -0.1111
H 1.05 0.20 -1.49  0.0757
H 1.64 1.28 -3.47  0.1031
H 6.80 -2.40 0.29  0.0558
C 6.57 -2.10 -3.86  -0.1088
H 7.19 -2.46 -1.85  0.0761
C -4.94 6.22 -1.90  -0.0240
H 3.43 -7.15 1.18  0.0556
P 2.68 -7.02 -0.81  0.2243
O 7.85 -6.07 -1.52  0.0527
H 4.42 2.33 -3.59  0.1054
H -1.73 -1.13 9.24  0.0847
C 3.05 -3.65 -0.63  -0.1317
H -2.84 0.02 1.05  0.0891
O 0.10 2.60 2.10  0.0536
H 0.00 1.50 -5.18  0.0548
H -3.97 -0.69 -1.86  0.0744
C -3.15 -1.29 -1.46  -0.0201
C 7.95 -4.09 -2.94  -0.1058
C 5.39 -1.48 -3.17  -0.1013
C 4.58 -2.26 -2.31  -0.1578
C 5.04 -0.18 -3.33  -0.1538
H 8.01 -1.43 3.07  0.0836
H -4.72 3.24 -0.10  0.0621
H -0.25 4.91 3.00  0.0792
C 8.05 -4.73 -1.57  -0.5283
C -2.47 0.57 0.19  -0.0134
H 6.02 -2.71 1.85  0.0929
H -4.97 6.92 -1.06  0.0834
H 1.36 1.07 0.72  0.0378
H 3.76 2.40 -1.99  0.1215
H 0.11 1.72 5.06  0.0702
H 0.11 -2.13 7.59  0.0848
H 0.18 4.35 4.63  0.0860
O 2.62 -7.42 0.73  -0.1517
C -2.08 -0.37 -0.91  -0.4724
H -5.65 6.52 -2.66  0.0799
C -12.13 1.35 1.67  -0.0209
H 3.20 1.21 0.42  0.0695
O 6.07 0.35 1.46  0.0672
H 0.48 3.89 -4.38  0.0972
H 6.24 -2.93 -4.49  0.1160
N 2.73 -2.40 -0.78  0.1765
C -11.03 2.24 2.19  -0.4970
C -0.48 4.18 3.78  -0.0212
H -4.39 4.86 0.54  0.0866
H -12.55 0.75 2.48  0.0856
H 0.96 4.11 -6.05  0.1035
H -8.18 -0.93 0.28  0.0864
C -7.46 1.37 -1.21  -0.0166
O -9.90 2.17 1.77  0.0594
O 8.32 -4.13 -0.55  0.0901
H -10.53 3.80 3.56  0.0815
C 2.22 0.91 0.08  0.0609
H -1.51 4.31 4.10  0.0833
H -3.93 6.23 -2.32  0.0858
C -0.54 1.65 4.19  -0.0252
C 2.23 2.77 -4.91  -0.2072
H -0.35 0.71 3.68  0.0837
C 2.05 0.28 -1.07  -0.1299
H -2.38 0.47 8.83  0.0808
N -0.16 2.38 -5.65  -0.0076
H 7.37 -6.37 -2.30  0.0785
H 8.93 -4.24 -3.41  0.1298
H -8.21 0.48 1.36  0.0593
H 7.03 -1.34 -4.49  0.1091
H -12.93 1.96 1.24  0.0859
H -2.73 -1.91 -2.24  0.0795
H -3.26 1.24 -0.16  0.0516
H 2.45 -4.25 0.04  0.0951
H 5.14 -1.81 0.59  0.0671
H 8.77 -1.13 1.50  0.0855
C 3.94 0.45 -2.70  -0.0784
H 8.33 0.24 2.54  0.0791
O -0.95 -0.40 -1.35  0.0546
C 2.24 2.19 -3.49  -0.1888
H 2.26 -8.36 -2.37  0.0838
H -3.35 4.17 -0.72  0.0907
H 8.52 -1.99 -2.87  0.1195
H -6.75 1.88 -1.85  0.0612
H 3.01 3.52 -5.03  0.1065
H -0.15 2.22 -6.64  0.0557
H -11.73 0.69 0.90  0.0806
C 3.49 -1.67 -1.63  -0.1508
O -5.51 0.56 -0.13  0.0403
C -2.03 -0.47 8.42  -0.0236
H -6.91 -0.73 1.51  0.0802
H 0.56 -1.14 6.19  0.0813
N 4.88 -3.57 -2.17  0.1367
C -11.40 3.23 3.27  -0.0226
C 6.12 -1.99 1.04  -0.0085
H -1.60 1.16 0.48  0.0684
C 8.04 -0.76 2.21  -0.0206
H -2.85 -0.96 7.88  0.0850
H -1.58 1.68 4.52  0.0883
C -0.87 -0.23 7.49  -0.5008
O -0.45 0.88 7.28  0.0562
H -12.18 3.91 2.90  0.0857
H -3.54 -1.92 -0.66  0.0863
H 2.40 1.95 -5.61  0.1132
C 7.62 -2.59 -2.84  -0.1603
O 1.53 -6.24 -1.29  -0.3063
C -4.38 4.23 -0.35  -0.0129
C 3.18 -0.30 -1.83  -0.1058
O 2.80 -8.42 -1.57  -0.1744
H -8.09 2.12 -0.72  0.0859
H 5.23 -6.04 0.07  -0.0658
F 5.79 0.58 -4.15  0.0764
O -6.21 4.21 -1.86  0.0646
C -0.27 2.79 3.24  -0.4934
H -1.01 -1.96 6.23  0.0868
H 1.74 2.90 -2.83  0.1141
C -6.72 0.57 -0.17  -0.4743
C 4.12 -4.25 -1.34  -0.5010

Values from the calculation:
**Calculated total energy**: -91850.8669 eV

9 unconnected molecules or ions with the total composition C39H66N2O21 in a non-equilibrium geometry. Source: OMol25; level of theory: ωB97M-V/def2-TZVPD.

Each line ends with the Löwdin charge.
Geometry (Å):
C 0.03 12.13 -18.82  -0.3135
H 2.87 7.61 -10.07  0.0770
H -2.76 8.36 -8.21  0.1098
C -5.03 9.52 -11.17  -0.3057
O 2.54 8.92 -17.95  0.1105
H 1.26 7.18 -10.43  0.0770
H 2.17 8.33 -20.42  0.1364
H 4.23 7.68 -16.24  0.0800
H 7.89 5.66 -11.71  0.0876
H -0.14 11.06 -3.54  0.0875
H -1.01 10.36 -19.61  0.1395
H 4.22 6.23 -15.19  0.0674
H 0.26 12.72 -3.88  0.0861
H 2.27 2.00 -14.47  0.0443
H 6.97 6.64 -10.48  0.0864
H 5.45 0.27 -11.13  0.0857
O -1.00 8.45 -11.52  0.1139
H 9.09 7.27 -13.83  0.0899
C 1.96 7.92 -18.33  -0.3434
C 5.10 3.13 -12.49  -0.1942
C 0.40 12.70 -17.52  -0.2357
H 0.57 9.12 -5.05  0.1187
C 0.11 10.55 -16.33  -0.3122
O -6.23 9.66 -11.17  0.1398
C 1.49 2.70 -14.79  -0.1031
H -1.26 8.52 -16.62  0.1168
H 1.22 7.69 -7.98  0.0792
H 5.09 4.21 -19.60  0.0967
H 6.44 6.99 -19.77  0.0896
C -2.91 9.37 -12.42  0.0752
H 0.76 12.44 -15.49  0.1390
C 0.40 11.97 -16.40  0.0845
O -1.36 8.99 -17.45  0.1003
H 1.02 14.29 -18.40  0.1256
C 0.33 11.71 -4.28  -0.1318
H 2.50 6.11 -11.01  0.0970
H -1.47 10.59 -6.72  0.1177
H 0.50 2.38 -14.48  0.0614
C 5.86 4.44 -12.76  -0.2241
C -0.61 10.81 -18.71  0.0709
N 1.36 7.78 -12.98  0.2084
C -2.95 8.70 -10.09  -0.1948
H -1.70 10.28 -5.01  0.1224
H 8.42 5.77 -14.55  0.0887
C 1.84 7.57 -19.72  0.0437
C 1.88 4.10 -14.19  -0.4596
C 1.51 6.83 -17.39  -0.2305
C 4.41 7.30 -15.23  -0.0836
C 0.01 9.19 -5.98  -0.2179
C 3.80 7.60 -12.82  -0.1554
H 4.33 5.81 -19.08  0.0823
H 7.75 5.69 -16.96  0.1176
O -0.24 11.60 -5.55  -0.1727
C 5.28 0.83 -12.05  -0.1193
H 12.14 9.68 -15.47  0.0730
C 6.76 5.23 -17.12  -0.3217
C 0.94 5.68 -17.83  0.0737
O 1.02 5.18 -14.23  -0.3634
H 2.50 8.82 -8.12  0.0790
H 13.12 9.90 -16.85  0.0888
H 6.93 7.02 -12.14  0.0667
O 0.04 12.63 -19.93  0.1215
O -4.86 10.23 -13.39  0.1063
H -5.77 10.38 -13.07  0.1155
C -2.16 8.78 -11.36  -0.2970
H 10.24 8.25 -18.21  0.1206
H 6.80 4.14 -13.24  0.1285
H 1.44 6.82 -13.35  0.1005
C -0.94 10.40 -5.78  -0.1981
C 12.17 10.22 -16.42  -0.0932
H 0.52 4.99 -17.11  0.1303
H 4.44 4.54 -17.98  0.0886
O 0.88 9.46 -7.04  -0.1789
O 9.49 6.91 -15.82  -0.1879
H -4.77 8.89 -9.02  0.1266
H 4.65 2.86 -13.45  0.1164
C 1.32 6.42 -20.15  -0.2307
O 0.35 4.33 -19.74  0.1063
C 1.78 8.43 -7.41  -0.0861
C 2.27 7.16 -10.86  -0.0249
H 0.73 5.36 -21.55  0.1169
H 4.37 3.27 -11.69  0.1296
H 1.68 2.52 -15.86  0.0515
H 2.23 8.00 -6.51  0.0929
H 5.49 7.46 -15.13  0.0691
H 5.35 4.97 -13.57  0.0916
H 1.29 6.46 -15.52  0.0658
H 0.52 7.76 -12.40  0.0960
H 1.40 11.46 -4.25  0.0880
O 5.93 5.17 -11.59  -0.1808
O 0.75 14.00 -17.52  0.1092
H 5.55 0.30 -12.97  0.0875
H 7.91 6.70 -18.87  0.0770
C 6.95 6.17 -11.45  -0.0857
H -0.66 8.34 -6.16  0.1207
H 8.96 8.79 -16.27  0.1328
H 10.42 8.74 -15.26  0.1098
H 2.49 9.07 -11.88  0.1562
O -2.19 8.40 -8.99  0.0769
H 4.21 0.93 -12.25  0.0777
C 10.79 8.42 -17.29  -0.1905
O 3.92 8.10 -14.16  -0.1770
H -2.45 9.48 -13.40  0.1434
H 12.09 11.28 -16.20  0.0887
C 4.97 4.97 -18.83  -0.0321
C 0.76 5.35 -19.23  -0.3218
H 2.83 4.35 -14.68  0.0756
O 6.16 4.83 -16.14  -0.0014
C 9.88 8.22 -16.06  -0.2337
C 2.55 8.01 -12.09  -0.2772
O 0.27 9.91 -15.31  0.1058
N 6.25 5.45 -18.35  -0.1816
H 2.04 3.83 -13.13  0.0776
C 7.05 6.20 -19.30  -0.0513
O 1.53 7.21 -16.12  0.0681
C -4.17 9.79 -12.31  -0.2266
H 7.72 7.44 -14.88  0.0771
C -4.26 8.98 -9.97  0.0939
C -0.60 10.10 -17.58  -0.2377
H 11.64 7.75 -17.12  0.1281
H 4.73 8.07 -12.48  0.1320
H 7.34 5.57 -20.14  0.0893
O 1.23 6.19 -21.46  0.0976
H 4.05 6.54 -12.71  0.1142
O 5.92 2.08 -12.01  -0.1823
O 11.21 9.77 -17.39  -0.1902
C 8.62 6.83 -14.71  -0.1139
H 1.22 8.37 -13.81  0.1259

Values from the calculation:
**Calculated total energy**: -87480.7241 eV

2 unconnected molecules or ions with the total composition C39H67BrN3O6S in a non-equilibrium geometry. Source: OMol25; level of theory: ωB97M-V/def2-TZVPD.

Each line ends with the Löwdin charge.
Geometry (Å):
H 0.36 -3.54 0.95  0.0888
H 1.07 -4.52 -1.85  0.1123
H -1.98 6.58 5.55  0.0930
H -2.44 2.79 -2.27  0.1088
H -3.81 -4.99 -1.51  0.1442
H -2.15 4.16 4.61  0.1061
O -3.18 -1.06 -0.21  -0.2698
H 2.56 -2.82 0.49  0.0834
O -2.41 -3.99 -3.82  -0.0493
H 0.48 8.37 5.94  0.0875
C -2.64 -5.30 -3.77  -0.3671
H -1.17 -5.28 -1.62  0.1680
C 1.44 2.25 -1.04  -0.1624
C -1.59 3.78 3.76  0.0240
H -1.78 -4.98 3.11  0.1122
H -1.41 -5.00 0.86  0.1098
H 2.61 -0.86 -0.06  0.0827
H 0.75 -2.81 -1.43  0.0953
H -2.60 5.59 2.34  0.1465
H 3.00 -5.26 -1.31  0.0975
H -1.14 -2.53 1.92  0.0915
O -2.06 -1.33 -2.40  -0.1916
H 1.46 -2.78 -5.15  0.0852
C 3.95 -2.39 -1.70  -0.2120
C 4.55 -3.64 -0.97  -0.1839
H 5.23 -4.17 -1.69  0.1069
H -0.63 1.44 -0.97  0.1238
H -0.25 8.11 4.35  0.0528
H 1.59 -2.79 -3.37  0.0633
Br -0.67 -4.01 -6.09  0.7885
C -3.55 -3.96 3.86  -0.1366
C -1.52 3.86 -4.07  -0.0937
C 1.97 1.51 0.25  -0.1843
C -0.45 8.11 5.43  -0.0913
H 4.15 -0.86 1.00  0.1140
H -1.04 5.22 0.08  0.1224
C 3.66 -0.47 0.08  -0.1927
H -1.30 -1.76 -4.27  0.1489
H 5.58 -1.07 -0.92  0.1156
C 0.54 2.89 -3.77  -0.1179
H -0.50 4.67 6.02  0.1101
H -0.61 3.51 1.54  0.1274
C -1.16 -3.61 -3.15  -0.3544
C -1.06 -4.17 -1.67  -0.1435
C 0.90 -4.19 0.22  -0.1850
C -4.73 -3.97 4.10  0.0837
C -0.16 3.80 -4.63  -0.0736
C 4.48 -1.00 -1.16  -0.1970
C -2.22 -3.59 -0.73  -0.3017
S -2.06 -1.77 -0.82  0.7390
H -3.01 -2.49 1.90  0.1137
H -2.28 3.42 3.00  0.1128
C 0.20 1.53 -1.71  -0.1213
C 0.41 -3.86 -1.22  -0.1492
H -1.07 6.82 7.01  0.1183
H 0.08 -5.24 -3.96  0.1071
H 1.59 2.54 -3.80  0.1147
H 1.12 3.29 -0.77  0.1020
C -1.68 6.04 2.73  -0.0881
C 1.33 -3.42 -4.24  -0.3031
C -1.11 -2.05 -3.20  -0.1251
H 0.83 6.19 3.70  0.1325
H -3.11 -4.75 1.01  0.1306
C -1.57 2.99 -2.91  -0.1011
H -5.73 -3.77 4.51  0.0413
H 2.30 2.35 -1.75  0.0947
H 2.17 -5.52 -3.99  0.0764
C -0.06 5.58 5.59  -0.1787
H -0.91 2.98 4.06  0.1207
H -0.10 7.34 2.03  0.1112
C 0.33 5.33 4.14  -0.1066
H 2.80 -4.59 -5.43  0.0830
H 3.99 1.44 1.08  0.1015
N -0.30 2.45 -2.76  -0.1606
C -0.33 5.55 0.84  -0.1417
H 1.04 4.50 4.14  0.1345
H 1.30 0.65 0.48  0.0973
H 4.27 -2.41 -2.78  0.1015
C 2.49 -4.52 -4.36  -0.0836
C -0.07 -4.15 -4.17  -0.5186
C 3.50 1.11 0.13  -0.1801
H -1.92 6.70 3.55  0.1111
N -0.78 4.90 3.18  -0.2367
N -2.86 -6.43 -3.74  0.2059
H 0.59 5.81 0.33  0.1251
H 5.20 -3.30 -0.11  0.1140
C -2.17 -4.19 0.75  -0.1380
H 4.43 -0.22 -1.98  0.1043
O -4.31 -2.99 -2.07  -0.1884
C 3.44 -4.67 -0.48  -0.1790
H -0.11 -1.61 -2.96  0.1178
C -2.08 -3.11 1.90  -0.1829
H -1.53 7.36 1.01  0.1337
H 0.47 0.53 -2.14  0.1183
H -1.18 8.89 5.62  0.0851
H 0.66 -5.25 0.52  0.1246
C -3.70 -3.93 -1.16  -0.1337
H 2.63 -4.27 1.51  0.1194
H 4.03 1.63 -0.70  0.1014
C -0.90 6.72 1.62  -0.1469
H 3.38 -4.15 -3.80  0.0498
H -2.33 4.49 -4.49  0.0850
H -1.46 -3.43 4.01  0.1087
H 1.89 2.22 1.12  0.0794
O -0.83 -1.23 -0.23  -0.2929
H 2.83 -2.36 -1.65  0.0747
H 4.00 -5.41 0.16  0.1103
H 0.88 5.73 6.14  0.1317
H -5.31 -1.48 -1.51  0.1117
C -0.12 4.43 1.86  -0.0841
C -0.97 6.76 5.92  -0.2569
H 0.94 4.23 2.05  0.1175
O -5.44 -2.45 -1.50  -0.0173
H 0.29 4.32 -5.49  0.0890
C -2.13 -3.94 3.27  -0.1815
H -4.42 -3.87 -0.30  0.1421
C 2.43 -3.93 0.46  -0.1843

Values from the calculation:
**Calculated total energy**: -139147.2537 eV
**Charge**: +1

A molecular structure, C39H69N3O3P2PbSTe. Source: OMol25; level of theory: ωB97M-V/def2-TZVPD.

Each line ends with the Löwdin charge.
Geometry (Å):
H -1.05 4.94 -0.06  0.0979
C 2.69 -1.41 -2.94  -0.1135
H -2.03 -5.02 0.59  0.1261
H 1.21 3.77 0.93  0.1183
H 2.60 3.21 4.55  0.1192
P 1.04 0.72 -3.63  1.0149
C -1.40 -4.28 1.05  0.0194
H 0.03 3.84 7.23  0.1094
Pb -0.33 0.45 -0.72  0.7527
H 4.36 -1.33 1.48  0.1139
H -1.50 2.90 -1.99  -0.0741
H 2.09 -0.43 1.58  0.0816
H -4.51 1.35 1.99  0.0027
H -1.04 -3.02 6.16  0.0996
H 0.28 -1.80 4.42  0.1129
C -0.45 -3.02 2.85  -0.2235
H 0.81 -1.56 -3.91  0.0644
H 0.87 6.26 0.20  0.1112
H -0.32 2.63 5.21  0.1216
H 4.39 2.61 0.92  0.1158
H -1.71 1.56 -3.91  0.0347
H 2.26 -1.31 -1.94  0.0358
H 0.24 4.20 4.67  0.0879
C 0.84 6.46 2.33  -0.1968
H -2.70 -5.54 3.11  0.1124
C -1.93 -4.37 4.74  -0.0942
H 2.60 5.27 2.01  0.1039
H 5.65 -0.22 3.12  0.1067
H 2.87 2.84 7.18  0.1117
C 2.64 1.65 1.79  -0.3437
H -1.00 4.42 2.92  0.1084
H 0.07 1.91 -7.15  0.0797
N -0.78 -3.57 -3.34  0.0485
C 0.54 3.30 5.21  -0.1979
H 4.22 0.89 -4.16  0.0658
C 0.13 6.44 0.98  -0.1961
H -0.32 7.41 0.77  0.1058
H -0.59 -4.55 -3.44  0.0929
C 0.03 1.11 -5.15  -0.5430
H 4.30 2.62 -4.44  0.0792
H -0.36 0.14 -5.46  0.1022
O 0.34 -2.36 1.93  0.0742
H -4.20 -0.70 0.07  -0.0019
C 0.34 -2.66 0.60  -0.5352
H -1.13 3.27 1.60  0.0712
N -0.64 -3.97 -1.14  0.0583
H 5.84 2.44 2.93  0.1095
H 6.26 0.52 1.66  0.1050
C 0.89 3.93 1.97  -0.3257
H 3.19 1.22 -1.72  0.0576
C 5.37 0.42 2.28  -0.1843
H 1.40 0.44 4.69  0.0857
H 3.38 1.61 -5.54  0.0519
C 1.72 -0.96 -4.02  -0.5504
H 0.10 6.57 3.13  0.1133
C 3.64 1.75 -4.50  -0.1114
H 2.51 -2.30 -5.49  0.0793
C -0.36 -2.63 4.17  -0.0147
H 1.93 2.90 -3.93  0.0980
H 3.69 2.88 -2.09  0.0789
C -1.18 1.98 -4.76  -0.1406
C -3.48 1.70 2.00  -0.4031
H 2.04 2.54 -1.54  0.0418
H 1.55 -1.02 -6.21  0.0611
C 2.88 0.15 2.04  -0.1795
H -0.85 2.99 -4.50  0.0754
C -1.10 -3.31 5.12  -0.0796
C 0.76 1.76 -6.32  -0.1223
H 3.19 -0.68 -5.62  0.0613
H 2.25 1.75 0.77  0.0693
C 1.70 2.58 4.51  -0.3379
C -1.79 2.08 -1.33  -0.2848
H 1.47 4.63 6.64  0.1073
H -1.36 -3.14 -4.04  0.0663
C 3.95 2.48 1.91  -0.1726
C -0.94 -3.12 -2.05  -0.8264
C 1.95 1.22 5.21  -0.1887
C 1.53 1.24 6.69  -0.1948
H 4.30 0.08 0.43  0.1056
H 3.63 -0.84 -2.97  0.0624
H -3.31 2.40 1.19  -0.0251
C 2.42 1.98 -3.61  -0.5330
O 0.07 1.38 2.68  -0.4836
P 1.24 2.31 2.76  0.7918
C -1.31 -4.04 2.42  -0.1676
C 1.64 5.16 2.53  -0.1894
H 2.94 -2.46 -3.07  0.0858
C 0.93 3.68 6.65  -0.1817
C -0.95 5.33 0.95  -0.1785
H -4.66 -1.18 1.73  -0.0023
C 4.96 1.80 2.82  -0.1888
H -2.50 -4.91 5.49  0.1008
H 1.16 2.74 -6.04  0.0722
H 4.53 1.70 3.82  0.0885
H -1.87 2.06 -5.60  0.0780
N -0.64 -3.52 0.17  -0.0495
H 1.51 7.31 2.40  0.1096
C 4.25 -0.24 1.47  -0.1807
C 2.86 2.16 -2.15  -0.1521
H 1.59 1.15 -6.69  0.0517
H -2.75 2.28 -0.86  -0.0750
C -2.04 -4.73 3.41  -0.0306
H 2.87 -0.08 3.10  0.1004
C -0.63 4.18 1.92  -0.1985
C -3.86 -1.15 0.99  -0.4409
O 1.18 -2.17 -0.11  0.0194
C 2.27 -1.24 -5.42  -0.1046
H 1.62 2.58 8.39  0.1058
H -3.27 2.18 2.95  -0.0008
H 0.46 1.01 6.78  0.1153
H 1.87 5.04 3.59  0.0891
C 1.81 2.60 7.31  -0.1976
S -1.69 -1.53 -1.95  0.4914
H 3.73 3.49 2.28  0.0845
Te -2.23 -0.03 1.82  1.2443
H -1.92 5.76 1.22  0.1106
H 2.07 0.45 7.22  0.1103
H 3.01 0.97 5.15  0.0986
H -3.52 -2.17 0.78  -0.0216

Values from the calculation:
**Calculated total energy**: -94128.6390 eV

Which formula does entry 4 have? C39H69N3O3P2PbSTe

The lowest calculated total energy belongs to which entry? C39H67BrN3O6S

Among the records above, which one has the lowest calculated total energy? C39H67BrN3O6S

The lowest calculated total energy belongs to which entry? C39H67BrN3O6S